# 1
Computed, not measured: C30H48P2SW as an isolated structure, with ωB97M-V/def2-TZVPD.

Relative energy (zero: lowest compared OMol25 entry of this formula, charge and spin) in kJ/mol: 58.0
Gap between HOMO and LUMO (spin up / spin down) in eV: 4.54 / 5.16

The geometry in ORCA input format:
```
! RIJCOSX wB97M-V def2-TZVPD def2/J DEFGRID3
* xyz 2 3
W 0.271 1.912 -0.584
C 0.583 1.406 1.593
C 1.780 1.958 1.006
C 0.066 3.509 0.772
C -0.512 2.321 1.367
C 1.459 3.273 0.522
C 0.528 0.141 2.384
H 1.209 -0.603 1.951
H -0.483 -0.290 2.474
H 0.884 0.240 3.423
C -1.920 2.251 1.842
H -2.380 1.263 1.738
H -2.583 2.950 1.316
H -1.913 2.504 2.908
C -0.461 4.887 0.915
H 0.090 5.366 1.745
H -1.507 4.842 1.216
H -0.328 5.518 0.028
C 2.465 4.361 0.317
H 2.570 5.030 1.190
H 2.195 5.010 -0.520
H 3.463 3.944 0.144
C 3.171 1.416 1.038
H 3.675 1.763 1.954
H 3.749 1.805 0.187
H 3.192 0.318 1.016
C -0.710 -2.888 0.421
C 0.398 -2.870 1.180
C 1.808 -3.078 0.698
C 2.109 -2.693 -0.761
C 2.195 -1.228 -0.757
C 1.128 -0.490 -1.225
C -0.262 -0.587 -0.582
C -0.983 -1.989 -0.758
H 2.200 -4.106 0.795
H 1.426 -3.065 -1.550
H 2.468 -2.490 1.364
H -0.733 -2.378 -1.765
H -1.644 -3.353 0.784
H 0.291 -2.915 2.305
H -2.049 -1.722 -0.729
H -0.126 -0.566 0.505
H 1.153 -0.084 -2.286
H -1.019 0.197 -0.969
H 3.115 -3.040 -1.047
H 3.175 -0.773 -0.519
P -0.391 -1.090 -3.696
P 0.051 2.311 -2.986
C -0.131 0.202 -4.990
C -0.704 1.528 -4.527
H -0.566 -0.128 -5.935
H 0.941 0.290 -5.185
H -0.604 2.286 -5.319
H -1.778 1.436 -4.341
C -0.739 3.904 -3.358
H -0.252 4.703 -2.796
H -1.804 3.866 -3.109
H -0.633 4.101 -4.435
C 1.707 2.676 -3.675
H 1.582 2.985 -4.723
H 2.397 1.825 -3.647
H 2.148 3.500 -3.104
C -2.082 -1.748 -4.099
H -2.370 -2.421 -3.279
H -2.128 -2.318 -5.042
H -2.848 -0.958 -4.126
C 0.674 -2.420 -4.393
H 1.692 -2.042 -4.548
H 0.310 -2.827 -5.350
H 0.754 -3.249 -3.675
S -2.821 -1.943 3.599
C -2.524 -2.869 4.959
C -2.069 -2.264 6.178
C -1.934 -3.018 7.344
C -2.232 -4.399 7.331
C -2.631 -5.028 6.131
C -2.770 -4.286 4.960
H -1.821 -1.199 6.165
H -1.584 -2.534 8.263
H -2.159 -4.986 8.249
H -2.817 -6.110 6.100
H -3.064 -4.751 4.013
*
```



# 2
Computed, not measured: C30H48P2TeTl as an isolated structure, with ωB97M-V/def2-TZVPD.

Relative energy (zero: lowest compared OMol25 entry of this formula, charge and spin) in kJ/mol: 0.0
Gap between HOMO and LUMO (spin up / spin down) in eV: 3.81 / 3.81

The geometry in ORCA input format:
```
! RIJCOSX wB97M-V def2-TZVPD def2/J DEFGRID3
* xyz 1 1
Tl 0.469 0.277 1.073
C -2.564 0.830 2.846
C -3.161 -0.264 2.167
C -1.686 -1.106 3.710
C -1.665 0.308 3.811
C -2.615 -1.460 2.700
C -2.809 2.268 2.604
H -3.401 2.422 1.698
H -1.866 2.822 2.487
H -3.352 2.731 3.443
C -0.837 1.084 4.762
H -1.116 2.146 4.737
H 0.233 1.007 4.526
H -0.980 0.725 5.790
C -0.871 -2.028 4.533
H -1.080 -1.894 5.605
H 0.204 -1.859 4.381
H -1.089 -3.069 4.275
C -2.946 -2.842 2.286
H -3.567 -3.353 3.037
H -2.035 -3.441 2.151
H -3.492 -2.851 1.337
C -4.192 -0.184 1.108
H -5.206 -0.349 1.510
H -4.021 -0.944 0.333
H -4.183 0.798 0.618
C 0.902 2.622 -4.667
C -0.362 3.066 -4.650
C -1.385 2.782 -5.715
C -1.305 1.385 -6.383
C -1.042 0.241 -5.449
C 0.161 -0.282 -5.166
C 1.490 0.293 -5.586
C 1.527 1.819 -5.777
H -1.297 3.545 -6.510
H -0.582 1.408 -7.211
H -2.397 2.904 -5.290
H 1.086 2.085 -6.748
H 1.617 2.970 -3.911
H -0.660 3.824 -3.918
H 2.589 2.113 -5.817
H 2.258 0.006 -4.846
H 0.210 -1.265 -4.683
H 1.790 -0.188 -6.535
H -2.294 1.200 -6.831
H -1.949 -0.245 -5.073
P 0.120 1.425 -1.127
P 0.259 -1.996 -0.530
C 0.860 0.240 -2.288
C 1.274 -1.189 -1.844
H 1.736 0.762 -2.710
H 0.097 0.184 -3.081
H 1.225 -1.860 -2.719
H 2.319 -1.171 -1.496
C 1.280 -3.402 0.016
H 0.650 -4.097 0.593
H 2.089 -3.045 0.665
H 1.705 -3.931 -0.848
C -1.138 -2.743 -1.418
H -0.790 -3.298 -2.297
H -1.841 -1.967 -1.739
H -1.675 -3.432 -0.753
C 1.238 2.821 -0.932
H 0.761 3.572 -0.282
H 1.429 3.246 -1.928
H 2.182 2.510 -0.471
C -1.490 1.978 -1.688
H -2.218 1.156 -1.669
H -1.395 2.358 -2.714
H -1.841 2.789 -1.030
Te 3.160 -0.100 2.349
C 3.759 -0.744 4.262
C 5.091 -1.220 4.420
C 5.564 -1.554 5.698
C 4.722 -1.450 6.820
C 3.395 -1.024 6.654
C 2.907 -0.671 5.387
H 5.717 -1.301 3.537
H 6.593 -1.899 5.825
H 5.102 -1.706 7.815
H 2.740 -0.969 7.525
H 1.884 -0.328 5.237
*
```



# 3
Computed, not measured: C30H48P2Zr as an isolated structure, with ωB97M-V/def2-TZVPD.

Relative energy (zero: lowest compared OMol25 entry of this formula, charge and spin) in kJ/mol: 801.0
Gap between HOMO and LUMO in eV: 3.45

The geometry in ORCA input format:
```
! RIJCOSX wB97M-V def2-TZVPD def2/J DEFGRID3
* xyz 2 1
Zr -0.707 0.496 -1.408
C 2.499 -1.097 2.697
C 1.684 -0.032 3.178
C 0.505 -1.993 3.425
C 1.767 -2.308 2.843
C 0.452 -0.586 3.624
C 3.838 -0.977 2.089
H 4.351 -0.078 2.449
H 3.784 -0.918 0.990
H 4.451 -1.851 2.336
C 2.199 -3.642 2.388
H 3.292 -3.727 2.420
H 1.882 -3.838 1.350
H 1.766 -4.429 3.018
C -0.581 -2.950 3.708
H -0.175 -3.944 3.935
H -1.262 -3.062 2.847
H -1.183 -2.614 4.562
C -0.704 0.166 4.148
H -1.234 -0.420 4.907
H -1.429 0.407 3.353
H -0.379 1.112 4.597
C 2.023 1.405 3.170
H 1.647 1.895 4.080
H 1.578 1.930 2.308
H 3.110 1.549 3.124
C -0.746 1.402 -3.303
C 0.585 1.459 -2.754
C 1.165 2.691 -2.064
C 0.914 2.788 -0.531
C -0.312 2.043 -0.062
C -1.558 2.305 -0.733
C -1.750 3.280 -1.897
C -1.595 2.657 -3.313
H 0.828 3.627 -2.542
H 0.806 3.850 -0.259
H 2.258 2.666 -2.205
H -1.164 3.410 -3.993
H -0.975 0.659 -4.080
H 1.346 0.828 -3.226
H -2.589 2.429 -3.735
H -2.778 3.673 -1.822
H -2.469 2.211 -0.141
H -1.095 4.161 -1.793
H 1.797 2.447 0.030
H -0.365 1.811 1.011
P 4.055 -0.774 -2.610
P -4.952 -1.032 0.750
C -2.852 -0.372 -1.064
C -3.599 0.147 0.157
H -2.827 -1.472 -1.060
H -3.397 -0.086 -1.978
H -2.938 0.276 1.034
H -4.105 1.109 -0.021
C -6.335 -0.679 -0.414
H -7.254 -0.595 0.179
H -6.436 -1.540 -1.084
H -6.188 0.237 -0.996
C -5.648 -0.071 2.161
H -6.739 -0.042 2.059
H -5.255 0.950 2.206
H -5.401 -0.609 3.082
C 3.758 -0.209 -4.340
H 4.723 -0.284 -4.864
H 3.411 0.830 -4.372
H 3.032 -0.862 -4.836
C 4.558 0.837 -1.859
H 4.171 0.961 -0.841
H 4.279 1.694 -2.488
H 5.656 0.801 -1.803
C -0.081 -2.248 -1.055
C 0.589 -1.220 -0.331
C 1.735 -0.585 -0.885
C 2.345 -1.137 -2.046
C 1.703 -2.202 -2.705
C 0.507 -2.737 -2.235
H -0.943 -2.749 -0.606
H 0.395 -1.087 0.734
H 2.304 0.102 -0.245
H 2.177 -2.643 -3.595
H 0.074 -3.596 -2.756
*
```



# 4
Computed, not measured: C30H49BIN8O4SZn as an isolated structure, with ωB97M-V/def2-TZVPD.

Gap between HOMO and LUMO in eV: 7.76

The geometry in ORCA input format:
```
! RIJCOSX wB97M-V def2-TZVPD def2/J DEFGRID3
* xyz -1 1
Zn -10.296 -13.517 10.316
C -9.992 -11.204 14.643
C -9.756 -11.029 13.128
C -9.159 -9.635 12.855
C -8.854 -12.099 12.593
C -7.859 -12.790 13.269
C -7.242 -13.555 12.319
C -6.265 -14.663 12.669
C -4.866 -14.283 12.262
C -6.707 -16.033 12.071
N -7.763 -13.222 11.082
N -8.786 -12.367 11.258
B -7.149 -13.451 9.654
N -7.090 -12.086 8.829
N -8.308 -11.574 8.510
C -8.150 -10.327 8.162
C -6.792 -9.964 8.237
C -6.147 -11.083 8.724
C -4.653 -11.110 8.814
C -4.033 -11.594 10.121
C -4.037 -11.867 7.600
C -9.321 -9.460 7.810
C -9.174 -8.035 8.364
C -9.444 -9.377 6.317
N -8.052 -14.442 8.802
N -9.345 -14.162 8.563
C -9.743 -14.933 7.527
C -8.669 -15.754 7.148
C -7.647 -15.452 8.018
C -6.422 -16.285 8.252
C -6.589 -17.643 7.599
C -5.112 -15.670 7.763
C -11.116 -14.772 6.974
C -11.484 -15.936 6.082
C -11.316 -13.410 6.236
H -10.663 -10.468 15.032
H -9.066 -11.154 15.219
H -10.410 -12.148 14.873
H -10.721 -11.100 12.582
H -8.138 -9.562 13.294
H -9.780 -8.857 13.314
H -9.088 -9.464 11.804
H -7.633 -12.817 14.310
H -6.296 -14.733 13.784
H -4.704 -14.502 11.220
H -4.099 -14.752 12.868
H -4.735 -13.210 12.396
H -6.897 -15.902 11.027
H -7.675 -16.323 12.493
H -6.026 -16.854 12.210
H -6.048 -13.883 9.736
H -6.294 -9.033 8.034
H -4.338 -10.057 8.771
H -3.856 -12.656 10.113
H -4.685 -11.394 10.931
H -3.068 -11.087 10.286
H -4.374 -12.916 7.584
H -2.945 -11.800 7.613
H -4.341 -11.412 6.661
H -10.183 -10.030 8.189
H -8.257 -7.613 7.973
H -9.092 -8.085 9.458
H -10.069 -7.441 8.072
H -8.600 -8.850 5.876
H -10.388 -8.934 6.008
H -9.464 -10.379 5.910
H -8.697 -16.531 6.421
H -6.338 -16.402 9.320
H -6.530 -17.580 6.528
H -7.494 -18.142 7.963
H -5.738 -18.268 7.853
H -5.251 -15.167 6.785
H -4.344 -16.419 7.745
H -4.782 -14.884 8.467
H -11.738 -14.741 7.858
H -10.695 -16.068 5.299
H -12.443 -15.846 5.586
H -11.492 -16.876 6.628
H -10.800 -13.539 5.264
H -10.868 -12.602 6.779
H -12.371 -13.225 6.119
O -10.441 -16.982 10.569
S -11.203 -15.856 11.104
O -12.243 -16.177 12.058
O -10.192 -14.874 11.783
O -11.861 -15.008 10.040
I -15.886 -11.205 12.441
C -14.043 -12.114 12.157
C -13.431 -13.040 12.972
N -12.240 -13.288 12.433
N -12.062 -12.621 11.289
C -13.144 -11.895 11.094
H -13.788 -13.525 13.841
H -11.535 -14.045 12.610
H -13.265 -11.206 10.241
*
```



# 5
Computed, not measured: C30H49BeBr3Cl3F9KN5O3 as an isolated structure, with ωB97M-V/def2-TZVPD.

Gap between HOMO and LUMO in eV: 1.32

The geometry in ORCA input format:
```
! RIJCOSX wB97M-V def2-TZVPD def2/J DEFGRID3
* xyz 0 1
C -4.618 -1.421 1.227
C -3.703 -2.434 1.913
N -3.632 -3.644 1.076
N -2.327 -4.038 0.689
C -1.913 -3.544 -0.531
N -1.534 -4.318 -1.531
N -1.917 -2.154 -0.666
C -0.738 -1.481 -0.151
C -0.127 -1.870 1.031
C 0.970 -1.164 1.488
C 1.478 -0.087 0.799
C 0.901 0.276 -0.403
C -0.221 -0.419 -0.871
C -2.061 -5.424 0.877
Cl -0.712 -5.711 1.932
C -2.710 -6.441 0.328
C -2.409 -7.885 0.468
Cl -4.080 -6.107 -0.694
H -3.980 -0.862 0.556
H -5.092 -0.732 1.925
H -5.404 -1.883 0.631
H -2.717 -1.990 2.032
H -4.102 -2.666 2.898
H -4.201 -3.511 0.249
H -2.115 -4.356 -2.354
H -0.665 -4.995 -1.532
H -2.095 -1.922 -1.636
H -0.511 -2.703 1.597
H 1.409 -1.471 2.427
H 2.319 0.468 1.184
H 1.269 1.114 -0.973
H -0.673 -0.117 -1.807
H -3.234 -8.433 0.916
H -2.279 -8.281 -0.541
H -1.472 -8.055 0.983
F 1.599 -1.288 -1.874
C 2.903 4.974 0.368
C 2.944 4.100 1.612
C 4.361 3.928 2.171
C 5.237 3.300 1.179
N 5.926 2.815 0.400
H 3.474 4.521 -0.441
H 1.878 5.096 0.019
H 3.312 5.967 0.568
H 2.520 3.123 1.373
H 2.312 4.543 2.383
H 4.349 3.305 3.066
H 4.786 4.896 2.442
K -3.125 0.879 0.453
C 4.400 5.042 -3.246
C 3.278 4.065 -3.635
C 3.354 3.421 -5.020
F 3.306 4.335 -6.043
F 2.309 2.591 -5.206
F 2.074 4.643 -3.449
F 3.360 3.022 -2.763
O 4.158 6.429 -3.366
C 4.329 7.096 -4.546
C 3.007 7.667 -5.070
F 2.094 6.684 -5.216
F 3.218 8.235 -6.277
F 4.943 6.330 -5.467
F 5.139 8.149 -4.301
H 4.533 4.904 -2.176
H 5.351 4.760 -3.699
H 4.275 2.844 -5.115
H 2.619 8.414 -4.376
Cl 0.458 -5.871 -2.724
C -0.339 0.175 -6.870
Br -0.357 -1.562 -7.692
Br -2.047 1.055 -6.927
Br 0.338 -0.110 -5.102
H 0.360 0.807 -7.402
O -2.302 4.112 1.654
H -2.848 4.113 2.449
C -1.501 -1.436 8.836
C -2.435 -0.294 8.444
C -3.599 -0.738 7.559
C -3.191 -1.323 6.207
C -2.346 -0.397 5.334
C -3.062 0.894 4.942
H -1.023 -1.887 7.965
H -0.709 -1.077 9.494
H -2.046 -2.218 9.368
H -1.861 0.494 7.949
H -2.844 0.153 9.353
H -4.268 0.112 7.404
H -4.188 -1.487 8.097
H -4.101 -1.596 5.660
H -2.645 -2.258 6.363
H -2.071 -0.940 4.423
H -1.407 -0.154 5.836
H -3.988 0.674 4.402
H -2.426 1.500 4.293
H -3.313 1.503 5.811
Be 1.830 4.801 -7.678
C 0.983 -5.202 -5.574
C 2.199 -4.181 -5.882
O 3.237 -4.908 -6.074
H 1.199 -5.792 -4.689
H 0.105 -4.581 -5.393
H 0.819 -5.846 -6.434
H 2.195 -3.529 -4.972
H 1.868 -3.531 -6.715
*
```



Number 1: electronic energy -63104.4827 eV, largest force on an atom 5.44 eV Å⁻¹. Number 2: electronic energy -62442.8573 eV, largest force on an atom 3.33 eV Å⁻¹. Number 3: electronic energy -51723.8205 eV, largest force on an atom 6.60 eV Å⁻¹. Number 4: electronic energy -120052.6346 eV, largest force on an atom 1.97 eV Å⁻¹. Number 5: electronic energy -334360.1662 eV, largest force on an atom 2.85 eV Å⁻¹.